[1]
{
  "formula": "C6H9Cl",
  "method": "ωB97M-V with the def2-TZVPD basis set",
  "de_lowest_ev": 4.3229,
  "e_tot_ev": -18885.093,
  "lumo_ev": 0.94,
  "e_homo_ha": -0.329,
  "smiles": "ClC1[C@H]2CCC[C@H]12",
  "elements": ["C", "H", "C", "Cl", "H", "H", "H", "H", "C", "H", "C", "H", "C", "H", "H", "C"],
  "positions_angstrom": [[-0.164847, -0.765762, -0.291790], [-3.004434, 0.053970, -1.071796], [-2.364047, 0.061673, -0.136614], [2.386174, 0.105746, -0.236465], [-0.807667, 0.191400, 1.326848], [-1.752523, 2.151688, 0.497573], [-1.991824, -1.884479, -0.842039], [-1.475666, -1.916789, 0.825229], [0.921846, -0.302155, 0.706207], [-3.049414, 0.126474, 0.746724], [-0.195643, 0.574413, 0.494511], [0.258291, -0.585967, -1.364532], [-1.367223, 1.325380, -0.120957], [0.996624, -0.644868, 1.646743], [-1.312817, 1.729602, -1.141686], [-1.567674, -1.063334, -0.085218]],
  "atomic_forces_ev_per_a": [[2.88, 1.97, -1.83], [0.58, 0.31, 1.13], [-4.24, 5.23, 0.01], [0.42, -0.37, 0.77], [0.45, 0.52, 0.74], [0.18, -0.41, -0.03], [1.09, 1.62, 1.05], [-1.07, 2.79, -1.31], [0.53, 1.19, -4.96], [0.29, 0.13, -0.79], [-2.41, -0.08, 0.51], [-1.04, -0.37, 1.95], [-0.68, 0.62, -0.63], [1.02, -1.37, 3.04], [0.63, -0.25, 0.24], [1.37, -11.53, 0.10]],
  "nbo_charge": [-0.25, 0.22, -0.44, -0.05, 0.19, 0.22, 0.23, 0.22, -0.11, 0.22, -0.26, 0.21, -0.36, 0.22, 0.21, -0.45]
}



[2]
{
  "formula": "C8H16O",
  "method": "ωB97M-V with the def2-TZVPD basis set",
  "de_lowest_ev": 1.8643,
  "e_tot_ev": -10601.128,
  "lumo_ev": 1.07,
  "e_homo_ha": -0.304,
  "smiles": "CCO/C=C\\CC(C)C",
  "elements": ["C", "H", "H", "C", "C", "H", "C", "H", "H", "H", "H", "C", "C", "H", "H", "H", "C", "H", "O", "C", "H", "H", "H", "H", "H"],
  "positions_angstrom": [[0.510297, 0.807696, -1.100483], [3.103238, -1.168983, -2.414253], [2.084634, -1.077071, 0.132035], [2.052902, 0.415492, -1.305754], [2.545735, -0.100782, -0.011333], [2.576722, 1.357110, -1.473282], [2.138097, -0.613239, -2.428976], [-1.758257, -1.429191, 0.615423], [3.609944, -0.297740, 0.002586], [-1.852827, 1.112791, 3.032797], [2.116061, -0.052358, -3.339533], [-1.973589, 0.272789, 2.329648], [-1.047810, -0.621378, 0.374566], [0.097601, 1.278890, -1.934491], [-1.569550, -0.599321, 2.857704], [-0.467728, -1.401891, -1.276562], [-3.469194, 0.357044, 1.944200], [-3.833118, -0.663443, 1.688203], [-1.088321, 0.483040, 1.153466], [-0.338418, -0.476526, -0.742237], [1.403358, -1.369576, -2.496590], [2.329170, 0.456508, 0.889981], [-3.546564, 0.919133, 1.041371], [-4.017845, 0.872191, 2.739283], [0.395464, 1.538815, -0.277769]],
  "atomic_forces_ev_per_a": [[0.68, -2.31, 1.88], [-0.38, 0.49, 0.04], [-0.06, -0.21, 0.28], [-2.53, 0.77, 0.43], [0.42, -1.68, 1.00], [0.09, -0.08, -0.78], [2.38, 0.76, -0.06], [0.72, 0.19, -0.15], [0.44, 0.07, -0.22], [0.70, -0.12, -0.55], [-0.03, 0.12, -0.91], [0.57, 1.46, -0.40], [-0.07, 1.52, -0.80], [-0.56, 0.58, -1.74], [-0.70, -0.18, -0.19], [0.73, 0.14, -1.15], [0.87, -1.81, 0.28], [-0.29, 0.75, 0.49], [-1.66, -0.04, 2.95], [0.03, -0.05, 0.27], [-1.11, -0.52, 0.45], [-0.27, 0.57, -0.03], [-0.01, 0.65, -0.59], [-0.15, -0.52, -0.20], [0.21, -0.56, -0.28]],
  "nbo_charge": [-0.42, 0.20, 0.21, -0.21, -0.61, 0.20, -0.61, 0.18, 0.20, 0.19, 0.21, -0.08, 0.12, 0.21, 0.18, 0.20, -0.65, 0.21, -0.53, -0.29, 0.21, 0.21, 0.23, 0.22, 0.23]
}



[3]
{
  "formula": "C8H17F6HgNO17S4",
  "method": "ωB97M-V with the def2-TZVPD basis set",
  "total_charge": -4,
  "de_lowest_ev": 0.0000,
  "e_tot_ev": -108684.075,
  "lumo_ev": 7.98,
  "e_homo_ha": 0.136,
  "elements": ["F", "S", "H", "O", "H", "C", "O", "H", "F", "S", "F", "C", "H", "Hg", "F", "S", "H", "H", "O", "O", "H", "F", "H", "O", "C", "O", "O", "O", "O", "O", "H", "H", "H", "O", "O", "C", "C", "O", "O", "S", "H", "F", "O", "O", "H", "C", "H", "H", "C", "C", "H", "N", "H", "O"],
  "positions_angstrom": [[2.298559, 17.909127, -6.940448], [-2.396821, 19.235678, -11.707449], [-5.877129, 21.105284, -8.334171], [-0.782996, 20.661858, -6.049532], [-0.302185, 18.785276, -5.590883], [-0.113941, 19.781695, -5.187395], [-2.025609, 16.286945, -6.298818], [-0.049774, 22.225400, -9.176875], [-2.029834, 21.649303, -12.845539], [-4.226115, 22.438598, -5.833308], [-2.710052, 20.087509, -14.235232], [0.742001, 23.914592, -7.012745], [-4.602831, 18.991977, -9.625231], [-1.905439, 20.393350, -8.094050], [-0.670578, 20.141445, -13.591432], [1.264345, 18.650392, -9.288491], [-6.218571, 20.457263, -9.937109], [1.621413, 24.078806, -6.383681], [-2.558750, 18.511317, -7.162465], [-3.679233, 21.283604, -6.602412], [-0.007000, 24.597934, -6.589257], [3.602134, 17.451084, -8.692559], [-4.346836, 21.694817, -10.937688], [1.816603, 19.618836, -10.231243], [0.278294, 22.473084, -7.197546], [-2.056881, 20.062055, -10.560244], [-1.991017, 16.728873, -8.695484], [-4.111759, 16.675527, -7.461832], [-1.679706, 18.028838, -11.958578], [-4.192715, 23.640996, -6.752935], [-0.484502, 19.874419, -4.160772], [-1.483929, 22.550898, -5.943528], [-3.737035, 22.865662, -8.358675], [-3.515135, 22.234662, -9.075633], [-3.385912, 22.698354, -4.634355], [2.726123, 18.296876, -8.149713], [-0.510501, 22.041726, -5.952989], [0.332969, 19.267042, -8.357049], [-3.835600, 19.144536, -11.915233], [-2.668781, 17.022382, -7.418652], [-1.136184, 23.217804, -8.600762], [3.418514, 19.443762, -7.847554], [0.998500, 17.355341, -9.825116], [-5.637342, 22.179893, -5.471356], [-5.294973, 22.726970, -9.919048], [-1.937943, 20.346605, -13.154922], [0.890995, 24.378945, -7.997533], [0.979243, 19.929253, -5.193108], [-5.398888, 20.753966, -9.253073], [-4.596116, 21.866821, -9.890987], [1.122931, 21.807568, -7.371081], [-0.641662, 22.364538, -8.357390], [-0.065562, 22.282001, -4.980505], [-4.656845, 19.619151, -8.894544]],
  "atomic_forces_ev_per_a": [[0.34, -1.12, -0.17], [-1.29, 0.31, 0.35], [0.28, 0.19, 0.05], [0.35, 0.43, 0.72], [-0.20, -0.04, 0.21], [0.26, -0.38, -0.31], [0.18, 0.36, 0.21], [-0.20, -0.49, -0.02], [-0.26, 0.08, -0.37], [-0.31, -0.34, -0.38], [-0.20, 0.40, -0.02], [-0.09, 1.14, -0.46], [0.18, 0.11, -0.04], [-2.02, -1.25, -0.05], [0.00, 0.17, 0.15], [0.23, 0.89, -0.19], [0.05, 0.21, -0.10], [0.17, -0.40, -0.16], [0.40, 0.75, 0.48], [0.03, 0.34, 0.61], [-0.38, -0.60, 0.19], [0.27, -0.46, 0.42], [0.70, -0.41, 0.19], [0.26, -0.15, 0.13], [-0.68, 0.93, 0.92], [0.61, -0.26, -0.74], [-0.24, 0.02, 0.17], [0.27, 0.08, -0.06], [0.56, 0.00, -0.20], [0.41, 0.20, -0.28], [-0.11, -0.01, -0.03], [0.06, 0.02, -0.02], [-0.69, -0.25, 0.57], [1.28, 0.17, -1.46], [-0.08, 0.23, -0.09], [-1.16, 1.83, 0.22], [-0.43, -0.29, -0.02], [0.59, -0.46, -0.16], [0.01, 0.07, -0.09], [-0.30, -1.10, -0.74], [-0.49, -0.08, 0.70], [0.34, -0.03, -0.47], [-0.04, -0.29, 0.09], [0.20, 0.11, 0.22], [-0.07, -0.03, -0.11], [0.64, -0.68, 0.32], [0.54, -0.19, 0.03], [-0.05, 0.20, -0.07], [-0.53, -0.88, -0.17], [-1.16, 1.21, 0.90], [-0.06, -0.10, -0.07], [1.28, -0.26, -0.66], [0.46, 0.02, -0.19], [0.09, 0.08, 0.04]],
  "nbo_charge": [-0.33, 2.38, 0.20, -0.57, 0.26, -0.24, -1.11, 0.39, -0.34, 2.57, -0.36, -0.63, 0.49, 1.67, -0.35, 2.38, 0.12, 0.19, -1.17, -1.11, 0.21, -0.34, 0.17, -1.03, -0.10, -1.01, -1.08, -1.10, -0.93, -1.16, 0.16, 0.27, 0.54, -0.80, -1.11, 0.67, -0.10, -1.01, -1.03, 2.58, 0.39, -0.38, -0.93, -1.09, 0.12, 0.67, 0.19, 0.13, -0.08, -0.07, 0.22, -0.88, 0.16, -0.70]
}